(1)
Molecular formula: C41H48N3NdO6PS
Method: DFT, ωB97M-V with the def2-TZVPD basis set

Calculated values
* HOMO (alpha / beta): -0.17936 / -0.17890 Eh
* LUMO (alpha / beta): 2.447 / 2.447 eV
* relative energy (zero: lowest compared OMol25 entry of this formula, charge and spin): 0.0 kcal per mole
* molecular weight: 886.131 g/mol
* Kohn-Sham gap (alpha / beta): 7.328 / 7.315 eV

The geometry in ORCA input format:
```
! wB97M-V def2-TZVPD RIJCOSX def2/J DEFGRID3
* xyz -1 4
Nd -0.3974 -0.4075 0.6637
O -1.4458 0.7412 -0.9445
C -1.2095 1.8600 -1.5715
C -1.1343 1.8937 -2.9786
C -1.0109 3.0865 -3.6594
C -0.9386 4.3036 -2.9759
C -0.9382 4.2775 -1.5955
C -1.0433 3.0836 -0.8777
C -0.7959 3.1497 0.5624
N -0.6542 2.1644 1.3511
C -0.0842 2.4317 2.6625
C -0.7152 1.5341 3.7128
N -0.7908 0.1689 3.2216
C -0.8586 -0.7925 4.0581
C -1.2033 -2.1579 3.7089
C -0.9230 -3.1773 4.6311
C -1.2491 -4.4880 4.3812
C -1.9161 -4.7887 3.1803
C -2.2433 -3.8102 2.2768
C -1.8800 -2.4542 2.4907
O -2.1575 -1.5480 1.6120
H -1.2006 0.9486 -3.5036
H -0.9722 3.0760 -4.7430
H -0.8507 5.2384 -3.5130
H -0.8208 5.2017 -1.0378
H -0.6282 4.1671 0.9454
H -0.1860 3.4877 2.9494
H 0.9867 2.2128 2.5881
H -1.7392 1.8762 3.8975
H -0.1668 1.6039 4.6620
H -0.6823 -0.6002 5.1273
H -0.4176 -2.9094 5.5549
H -1.0010 -5.2684 5.0878
H -2.1749 -5.8186 2.9590
H -2.7462 -4.0444 1.3461
C -6.2243 -0.8780 -4.6233
C -5.1782 -0.4979 -3.5760
C -4.4783 0.7865 -4.0337
C -5.9002 -0.2255 -2.2489
C -4.1456 -1.6090 -3.3587
C -4.2298 -2.8495 -4.0087
C -3.3336 -3.8699 -3.7394
C -2.3347 -3.6433 -2.8047
S -1.1442 -4.7279 -2.1792
C -0.5599 -3.4590 -1.1192
N -1.1663 -2.3255 -1.2453
C -2.2032 -2.4050 -2.1737
C -3.1151 -1.3923 -2.4535
C 0.4769 -3.7489 -0.1025
C 1.0509 -5.0235 -0.0521
C 1.8964 -5.3615 0.9866
C 2.1502 -4.4251 1.9813
C 1.5866 -3.1569 1.8915
C 0.7464 -2.7598 0.8401
H -6.9263 -0.0508 -4.7483
H -6.7978 -1.7583 -4.3249
H -5.7688 -1.0795 -5.5955
H -5.2162 1.5744 -4.2076
H -3.9275 0.6204 -4.9627
H -3.7711 1.1508 -3.2899
H -6.6340 0.5751 -2.3746
H -5.1990 0.0765 -1.4703
H -6.4211 -1.1200 -1.9002
H -5.0163 -3.0359 -4.7260
H -3.4299 -4.8280 -4.2340
H -3.0019 -0.4544 -1.9256
H 0.8323 -5.7651 -0.8183
H 2.3395 -6.3492 1.0323
H 2.7867 -4.6892 2.8211
H 1.8096 -2.4540 2.6942
C 5.1379 0.0806 2.9143
C 4.8733 0.2440 1.4269
C 4.4388 -1.0753 0.8112
C 6.0968 0.8009 0.7148
O 3.8019 1.2263 1.3663
P 2.8130 1.3817 0.1079
O 3.5065 1.1344 -1.1690
O 1.5550 0.5667 0.4142
O 2.3239 2.8892 0.3114
C 3.1474 4.0801 0.2736
C 3.5891 4.3759 1.6995
C 2.2206 5.1692 -0.2417
C 4.3411 3.9398 -0.6594
H 5.9630 -0.6161 3.0771
H 4.2494 -0.3064 3.4150
H 5.3984 1.0416 3.3620
H 5.2125 -1.8290 0.9776
H 4.2749 -0.9805 -0.2620
H 3.5164 -1.4295 1.2643
H 6.9037 0.0650 0.7460
H 6.4456 1.7116 1.2078
H 5.8570 1.0226 -0.3246
H 2.7154 4.5053 2.3412
H 4.1787 5.2958 1.7266
H 4.1899 3.5562 2.0916
H 1.3652 5.2854 0.4245
H 1.8490 4.9138 -1.2339
H 2.7517 6.1230 -0.2932
H 5.0459 3.1911 -0.3054
H 4.8530 4.9042 -0.7061
H 4.0220 3.6505 -1.6595
*
```

***

(2)
Molecular formula: C41H49AsBrN6O2V
Method: DFT, ωB97M-V with the def2-TZVPD basis set

Calculated values
* HOMO (alpha / beta): -0.54733 / -0.54736 Eh
* LUMO (alpha / beta): -9.967 / -9.271 eV
* relative energy (zero: lowest compared OMol25 entry of this formula, charge and spin): 0.0 kcal per mole
* molecular weight: 863.653 g/mol
* Kohn-Sham gap (alpha / beta): 4.927 / 5.623 eV

The geometry in ORCA input format:
```
! wB97M-V def2-TZVPD RIJCOSX def2/J DEFGRID3
* xyz 3 2
V 0.2062 -0.0243 -0.9177
C 2.3032 -2.1161 -0.4785
C 3.4195 -1.1270 -0.2085
C 3.2832 0.3242 -0.6081
C 4.4831 0.9928 -0.8302
C 4.5076 2.3525 -1.0676
C 3.2974 3.0307 -1.0802
C 2.1435 2.3151 -0.8769
N 2.1017 0.9844 -0.6430
N 0.9898 -1.7106 0.1161
C 0.0224 -2.8428 -0.0804
C -1.3251 -2.4356 -0.6200
C -2.3196 -3.3855 -0.7682
C -3.5308 -3.0118 -1.3272
C -3.7081 -1.6982 -1.7483
C -2.6669 -0.8131 -1.5947
N -1.5011 -1.1737 -1.0343
C 1.2052 -1.4532 1.5737
C -0.1073 -1.1845 2.2210
C -0.4829 -1.7067 3.4424
C -1.7473 -1.4128 3.9338
C -2.5948 -0.6334 3.1625
C -2.1334 -0.1557 1.9474
N -0.9029 -0.4036 1.4891
H 2.6016 -3.0710 -0.0362
H 2.1567 -2.2753 -1.5419
H 4.3128 -1.5222 -0.6921
H 3.6631 -1.1303 0.8570
H 5.4051 0.4281 -0.8004
H 5.4436 2.8681 -1.2374
H 3.2412 4.0970 -1.2486
H 1.2042 2.8423 -0.8994
H -0.1154 -3.3755 0.8624
H 0.4557 -3.5563 -0.7830
H -2.1492 -4.4023 -0.4379
H -4.3272 -3.7361 -1.4392
H -4.6356 -1.3705 -2.1952
H -2.7505 0.2134 -1.9232
H 1.8138 -0.5530 1.6875
H 1.7168 -2.3035 2.0287
H 0.2009 -2.3357 3.9982
H -2.0706 -1.8022 4.8899
H -3.5981 -0.3996 3.4892
H -2.7808 0.4415 1.3169
O -0.7220 -2.5037 -3.7351
C 0.1290 -2.2937 -4.7868
C 0.1840 -3.1598 -5.8672
C 1.0500 -2.9115 -6.9203
C 1.8842 -1.8006 -6.9025
C 1.8416 -0.9479 -5.8159
C 0.9645 -1.1764 -4.7557
C 0.8944 -0.1656 -3.6674
O 0.8379 -0.7141 -2.3326
N -0.3160 0.6234 -3.7178
N -0.4398 1.3383 -2.5363
C -1.0082 2.4901 -2.5551
C -1.3222 3.1787 -1.3456
Br -0.9965 2.0593 0.1678
C -1.8630 4.4028 -1.1826
C -2.0906 5.4022 -2.2028
C -3.1789 6.2703 -2.0333
C -3.4740 7.2153 -2.9967
C -2.6646 7.3380 -4.1193
C -1.5488 6.5208 -4.2740
C -1.2620 5.5587 -3.3259
H -1.2825 -3.2611 -3.9446
H -0.4587 -4.0336 -5.8864
H 1.0752 -3.5954 -7.7578
H 2.5609 -1.6089 -7.7226
H 2.4969 -0.0845 -5.7801
H 1.8087 0.4423 -3.6533
H -0.3998 1.1820 -4.5634
H -1.3108 2.9398 -3.4981
H -2.1904 4.6680 -0.1804
H -3.8016 6.1834 -1.1511
H -4.3254 7.8694 -2.8686
H -2.8850 8.0923 -4.8625
H -0.8942 6.6581 -5.1239
H -0.3488 4.9818 -3.4148
C 2.0007 5.3011 3.0112
C 1.2742 4.2061 2.2350
As 1.7151 2.3502 2.7468
C 0.8925 2.3494 4.5314
C 1.3927 1.2074 5.4086
C 3.6163 2.5280 3.2285
C 4.3497 1.1916 3.2087
H 1.6202 6.2850 2.7340
H 3.0710 5.2954 2.8083
H 1.8661 5.1933 4.0871
H 1.4598 4.3121 1.1623
H 0.1920 4.2903 2.3758
H -0.1881 2.2874 4.3826
H 1.0981 3.3098 5.0065
H 1.2587 0.2370 4.9241
H 0.8550 1.1837 6.3565
H 2.4518 1.3202 5.6414
H 3.6850 3.0002 4.2099
H 4.0706 3.2155 2.5124
H 3.9023 0.4688 3.8932
H 5.3942 1.3127 3.4964
H 4.3364 0.7585 2.2027
*
```